[1]
C28H33FNO9P3S2Se2Ta | wB97M-V/def2-TZVPD

```
80
Properties=species:S:1:pos:R:3:forces:R:3
Ta -0.02026 -0.22062 0.07035 0.1905 0.3184 -1.0286
O -0.93223 -1.53974 -1.35627 0.2076 -0.0723 0.1653
N -0.33735 -2.10589 -2.39708 0.0390 0.1006 0.0147
C -1.12186 -2.78209 -3.26336 -0.0522 0.0611 0.0923
C -0.56311 -3.42150 -4.33136 0.0473 -0.0303 -0.0539
C 0.82329 -3.35866 -4.51399 -0.0636 0.0038 0.0111
C 1.59436 -2.65268 -3.62528 -0.0514 0.0694 0.1128
C 0.99267 -2.00608 -2.53784 0.0787 -0.0805 -0.0326
S 1.82099 -1.10275 -1.33680 0.0292 -0.0252 -0.1271
H -2.17214 -2.75592 -3.01623 -0.0065 -0.0270 -0.0433
H -1.20229 -3.96091 -5.01345 0.0099 -0.0087 -0.0156
H 1.28692 -3.86151 -5.35059 -0.0065 -0.0123 -0.0153
H 2.66637 -2.58270 -3.73264 0.0161 0.0013 0.0040
C 2.26880 3.29597 2.20580 0.0095 0.1084 0.0026
C 1.61506 2.11067 2.89373 0.0554 0.1347 0.2496
O 1.55779 2.28183 4.31973 -0.0060 -0.0150 -0.0146
P -0.14013 1.96316 2.50508 0.0978 -0.4027 0.6552
O -0.91463 3.24307 2.97642 0.1456 0.1479 -0.1916
O -0.63406 0.73667 3.37258 -0.1067 0.1281 0.0006
O -0.37898 1.71086 1.06313 -0.2845 -0.3895 -0.5027
P 2.44783 0.51822 2.38081 -0.0990 -0.1329 -0.0711
O 2.30898 -0.36455 3.71100 -0.0499 0.0355 -0.0352
O 3.82929 0.71168 1.93565 0.0977 0.0354 0.0604
O 1.43749 -0.14586 1.41851 0.0428 -0.1637 0.0396
H 1.80550 4.22509 2.54063 -0.0173 -0.0069 -0.0234
H 2.17090 3.19226 1.12700 -0.0064 0.0216 0.0241
H 3.33107 3.31268 2.45363 -0.0002 -0.0108 -0.0087
H 2.44829 2.35669 4.68316 0.0164 -0.0100 -0.0188
H -0.69320 3.52098 3.87705 -0.0310 0.0446 0.0258
H -0.19958 0.65023 4.23498 0.0563 -0.0257 0.0009
H 3.15198 -0.73195 4.00093 0.0887 0.0159 0.0147
Se -2.71345 -0.14599 0.42543 -0.0773 0.1855 -0.0520
P -2.75070 1.43338 -1.08222 -0.1588 -0.0655 0.0874
Se -0.83792 1.40003 -2.08782 0.0181 0.0073 0.0812
C -3.05970 3.03397 -0.29727 0.0209 0.0251 -0.0776
C -4.14100 3.13897 0.57334 -0.0825 -0.0648 0.0297
C -4.42820 4.35046 1.17462 -0.0081 0.0550 0.0222
C -3.63736 5.46208 0.90987 0.0043 0.0006 0.0047
C -2.55942 5.35776 0.04501 -0.0086 0.0366 0.0158
C -2.26782 4.14353 -0.55953 0.0620 -0.0402 -0.0190
C -4.11153 1.18672 -2.24768 0.0038 0.1029 0.0598
C -4.27152 2.12700 -3.26507 0.0421 0.0592 -0.0049
C -5.30267 1.99118 -4.17608 0.0053 -0.0004 -0.0065
C -6.18222 0.92000 -4.07413 -0.0101 -0.0119 -0.0012
C -6.02597 -0.01339 -3.06241 -0.0034 -0.0006 -0.0029
C -4.98924 0.11668 -2.14740 0.0047 -0.0943 0.0558
H -4.75587 2.27287 0.79135 0.0151 -0.0084 -0.0183
H -5.26904 4.43067 1.85018 -0.0088 -0.0038 0.0055
H -3.86499 6.40940 1.38032 0.0007 0.0096 0.0004
H -1.94259 6.22211 -0.16231 0.0010 0.0118 0.0023
H -1.41782 4.05155 -1.22362 -0.0023 -0.0138 -0.0101
H -3.59028 2.96672 -3.34775 0.0085 -0.0044 0.0203
H -5.42370 2.72232 -4.96350 -0.0058 0.0070 -0.0135
H -6.99120 0.81781 -4.78511 -0.0045 -0.0051 -0.0011
H -6.71152 -0.84571 -2.97836 -0.0111 -0.0059 -0.0054
H -4.86617 -0.61764 -1.36073 0.0171 0.0234 0.0014
C 4.29518 1.42770 -1.36497 0.0369 0.0668 -0.1322
S 2.62088 1.95467 -1.72697 0.1898 0.2164 0.1220
C 2.90313 3.73495 -1.66131 -0.1049 -0.1637 -0.0054
O 1.84709 1.65620 -0.46149 -0.1732 0.0053 0.0674
H 4.97254 1.89659 -2.07792 0.0195 -0.0005 -0.0130
H 4.33536 0.34731 -1.47064 -0.0197 -0.0217 0.0101
H 4.53125 1.70391 -0.33900 -0.0359 0.0278 0.0478
H 3.45987 4.05092 -2.54140 0.0166 -0.0599 -0.0477
H 3.44375 3.99938 -0.75443 0.0080 -0.0631 0.0316
H 1.91890 4.19861 -1.66467 -0.0256 0.0077 -0.0151
F 2.87024 -6.18878 -0.49218 -0.0103 0.0012 -0.0065
C 2.05563 -5.21036 -0.05058 -0.0342 -0.0029 -0.0135
C 2.52529 -4.32927 0.90451 0.0246 -0.0892 -0.0581
C 1.68857 -3.31822 1.34030 -0.0711 0.0065 -0.0154
C 0.39842 -3.17232 0.82898 0.1330 -0.1336 -0.0292
C -0.47949 -2.03586 1.23569 -0.3529 0.1885 0.4937
C -0.05286 -4.11451 -0.09790 0.0268 0.0909 0.0696
C 0.76905 -5.13367 -0.55013 0.1315 -0.0369 0.0232
H 3.52824 -4.44545 1.29122 0.0150 -0.0056 0.0031
H 2.04642 -2.61759 2.08270 -0.0075 0.0183 0.0156
H -0.30628 -1.77406 2.28274 -0.0362 0.0034 0.0154
H -1.52169 -2.32858 1.12791 0.0161 -0.0653 -0.0160
H -1.06937 -4.04631 -0.46569 -0.0145 0.0069 -0.0034
H 0.42562 -5.87010 -1.26392 -0.0017 -0.0157 -0.0092
```
Positions in Å, forces in eV/Å.

Values from the calculation:
* HOMO energy: -10.23 eV
* orbital gap: 7.2899 eV
* strongest force on any atom: 1.1 eV Å⁻¹
* net charge: +1
* total energy: -8599.02302 hartree

[2]
C5H8NS2 | wB97M-V/def2-TZVPD

```
16
Properties=species:S:1:pos:R:3:forces:R:3
C -2.37585 0.06989 -0.00106 1.7063 2.0081 0.3266
C 0.83684 -1.34710 0.26051 1.6876 -2.9437 0.0377
C 0.98419 1.05720 0.37975 -1.6977 2.7874 1.3409
C -0.34367 -1.87606 -0.45711 -1.5212 -0.2829 0.5666
C -0.01390 2.08308 -0.33622 -0.3511 -0.7226 3.6220
N 1.23315 -0.13226 -0.27529 0.7896 0.8860 -1.1221
S -2.00028 -1.44759 0.28314 -0.8060 -0.6769 0.2680
S -1.98663 1.64296 -0.10130 -0.1402 -0.5420 -0.3282
H 0.59640 -1.52188 1.31435 0.6552 0.7616 0.4306
H 1.62572 -2.21073 -0.05824 -1.2494 2.1053 0.8025
H 1.78512 1.92683 0.43726 -0.3858 -2.4006 -0.0626
H 0.50802 0.91768 1.40665 0.9330 0.3357 -0.7993
H -0.46534 -1.50984 -1.42704 0.2280 0.1058 -1.7941
H -0.46190 -2.94314 -0.36040 0.2774 -0.4730 -0.3482
H 0.07959 3.03013 0.29401 -0.5911 -1.0972 -1.0646
H -0.00147 2.26083 -1.35901 0.4654 0.1491 -1.8759
```
Positions in Å, forces in eV/Å.

Values from the calculation:
* HOMO energy (alpha / beta): -13.88 / -13.77 eV
* orbital gap (alpha / beta): 6.9634 / 8.3240 eV
* strongest force on any atom: 3.7 eV Å⁻¹
* net charge: +1
* total energy: -1045.97919 hartree

[3]
C4H32NO12 | wB97M-V/def2-TZVPD

```
49
Properties=species:S:1:pos:R:3:forces:R:3
O 1.47914 0.31832 -2.41425 -0.0852 0.8660 -0.9966
C 0.46606 0.63621 -1.84169 0.9637 -1.3982 0.4068
C 0.41405 0.31325 -0.37745 0.2262 0.9195 0.2422
C -0.14108 1.48458 0.39356 -0.0076 0.8131 3.3219
C -1.68908 1.35333 0.43154 1.4968 0.2740 2.3009
N 1.80506 -0.02778 0.13436 -2.1021 -1.2454 0.1382
H -0.40005 1.08617 -2.33174 0.2196 0.0400 -0.0734
H -0.24059 -0.55118 -0.19714 0.4015 0.2024 -0.0558
H 0.06133 2.56234 0.11760 0.3744 -1.5203 -0.4711
H 0.30294 1.36078 1.48555 -1.1661 0.5228 -2.3574
H -1.94263 1.43386 -0.57123 -1.0521 0.4823 -1.4025
H -1.97029 0.28609 0.75623 0.0636 2.2691 0.3356
H -2.02944 2.31886 0.98349 -0.1930 -2.2531 -0.7130
H 2.48167 0.47378 -0.39813 0.9112 1.3530 0.0383
H 1.99703 -1.02470 -0.09532 -0.3402 -0.0105 0.6375
H 1.74730 0.16741 1.16471 0.9666 -0.1156 -0.9460
H 3.58640 3.17039 -0.29079 -1.3813 -2.7626 -0.8706
H 3.37821 2.50261 -1.60889 0.3447 0.1235 -2.6149
O 3.17312 2.31398 -0.72891 1.0316 2.6248 3.3977
H -1.54664 2.83207 -2.16903 -2.3732 -3.3491 -1.7611
H -1.39539 4.27131 -2.37637 -0.4472 1.3780 -0.9408
O -1.12286 3.55286 -1.85105 2.9032 2.5243 2.7122
H -1.02420 1.47826 3.43665 0.5192 -1.7842 0.0052
H -0.55449 -0.07520 3.74023 -0.4222 0.3937 0.4315
O -0.60324 0.64062 3.09843 -0.2249 0.9883 0.2817
H 1.01776 -2.78693 -0.87387 -1.0331 0.0838 -1.1058
H 2.37202 -3.07410 -0.33941 4.0217 -1.3040 -1.2373
O 1.54379 -2.83865 -0.08965 -2.8037 1.1789 2.5506
H 3.19207 1.17940 3.36858 1.9832 0.0158 0.6266
H 1.74888 1.14896 3.72472 -0.0143 0.0151 -0.6210
O 2.35580 1.18083 2.96392 -1.9758 -0.1476 -0.2236
H 3.41310 -1.95354 -3.16458 0.3107 -1.7290 -2.0259
H 2.99130 -0.72583 -2.59380 -0.2048 0.4568 0.5055
O 3.45429 -1.53089 -2.34596 0.0361 0.9723 1.6316
H -2.73638 -1.32993 0.05630 -0.8806 -0.4621 2.3052
H -3.45988 -1.55229 -1.29078 -3.9749 -1.3222 -1.4598
O -2.70591 -1.32086 -0.87183 4.3906 1.5678 -0.7003
H -2.42667 0.82743 -1.99073 0.3183 0.1703 -0.4686
H -3.39615 1.19175 -3.05507 2.5768 1.0387 0.1194
O -2.41833 1.40005 -2.78760 -3.4918 -1.8336 -0.1285
H -1.27050 -1.98906 -1.49151 0.4307 -0.2636 -0.3059
H -0.49100 -2.78785 -2.62166 0.0632 0.8069 1.0005
O -0.36614 -2.20045 -1.83534 -0.5054 -0.7756 -1.1630
H -3.65017 -2.51740 2.44099 0.4926 -0.2063 0.4208
H -2.09810 -2.00259 2.58748 -1.0710 -0.6126 0.0437
O -2.96299 -1.92703 2.12624 0.7044 0.8428 -0.6908
H 0.08757 -3.04133 2.49833 3.8225 -2.3354 -6.9578
H -0.12852 -3.41717 3.87018 0.7064 -2.5572 2.6189
O -0.29814 -2.81073 3.22469 -4.5294 5.0643 4.2188
```
Positions in Å, forces in eV/Å.

Values from the calculation:
* HOMO energy: -12.90 eV
* orbital gap: 10.6344 eV
* strongest force on any atom: 8.3 eV Å⁻¹
* net charge: +1
* total energy: -1128.95542 hartree